Entry 1:
Formula: C14H19FN2O5S3Yb
Source: OMol25
Level of theory: ωB97M-V/def2-TZVPD

Output
- Net charge: +2
- 2S+1: 1
- E_LUMO: -10.3 eV
- E_HOMO: -14.0834 eV
- HOMO-LUMO gap: 3.8 eV

Element x y z (Å)
Yb: -0.3155 -3.9402 -1.9343
N: -6.4831 0.6302 1.1232
H: -0.0403 -2.2014 -1.2066
H: 3.4317 2.1628 -0.9122
C: 3.0902 -0.4317 1.9217
H: 0.4665 0.7419 -1.2580
H: 2.6596 4.5808 -0.8527
O: 3.6441 -0.1347 -0.3810
C: -6.0132 -0.6541 1.2609
O: 4.6038 -2.4178 -0.5677
C: 1.9960 1.4860 0.6797
N: -4.9042 0.2589 -0.3888
O: 1.4909 3.0334 -1.1369
H: 1.3225 -0.4028 3.1976
S: 3.6196 -1.5544 -1.0881
H: -0.5872 -1.3109 -2.6648
H: 0.9215 1.5205 0.5227
H: 1.4403 -0.3829 -2.1935
C: 2.5458 0.0750 0.5499
H: -1.8780 -1.5757 -0.0079
C: -4.0681 0.5137 -1.4429
H: 2.2180 1.9420 1.6358
H: 0.6971 -1.1182 0.6449
O: 3.5086 -1.3705 -2.4876
H: -5.9491 2.1672 -0.2132
C: -5.8231 1.1627 0.1416
C: 0.7976 -0.2897 -1.3248
C: -5.0333 -0.9173 0.3547
C: -0.3864 -1.2149 -1.5863
C: -1.6622 -0.8603 -0.7994
C: 2.5094 2.4288 -0.4162
H: 2.6200 -1.4433 3.7211
H: 3.8476 -1.1775 1.6851
F: 3.7223 0.5945 2.5648
O: 2.1874 -2.0243 -0.4661
C: 2.0891 -1.0893 2.8417
H: -1.5516 0.1191 -0.3457
S: -3.0292 -0.8704 -2.0027
C: 1.4834 -0.8269 -0.0449
S: -3.9334 1.8955 -2.2456
C: 2.2691 3.8532 -0.1619
H: -4.4541 -1.8009 0.1922
H: -6.3919 -1.3372 1.9985
H: 1.6947 4.1431 0.7035
H: 1.6272 -1.9623 2.3905

Atom charges from the Mulliken analysis, given in e for atoms 1 to 8:
1 Yb 1.5739
2 N -0.5030
3 H -0.5192
4 H 0.5356
5 C -0.0236
6 H 0.5495
7 H 0.3125
8 O -0.3268

---

Entry 2:
Formula: C23H52AsO4PReS3Si3
Source: OMol25
Level of theory: ωB97M-V/def2-TZVPD

Output
- Net charge: +2
- 2S+1: 2
- E_LUMO (alpha / beta): -5.9 / -6.8 eV
- Energy relative to the best compared isomer or geometry (same formula, charge and spin): 1.892 eV
- E_HOMO (alpha / beta): -14.0751 / -14.1058 eV
- HOMO-LUMO gap (alpha / beta): 8.1 / 7.3 eV

Element x y z (Å)
H: 0.7615 1.3810 -4.8720
C: -1.6511 -3.2064 -3.1307
C: 4.6380 -2.2847 2.0693
H: 5.5171 -2.0261 2.5844
S: -0.1519 2.7397 1.2324
H: -1.7838 4.3513 0.6864
H: -1.8993 -4.2740 -3.1257
H: 2.0376 0.2501 -5.2932
O: 0.0174 -1.9091 1.4952
H: -0.7659 -3.6866 2.0349
H: -2.4603 2.6675 0.4398
Si: -2.0741 1.1357 -2.9404
C: -1.7746 0.2509 1.8526
H: 5.0796 2.6994 3.7876
H: 2.1225 -2.2132 -3.2411
H: -0.0479 -4.3797 -0.2666
C: -3.4805 1.7031 -1.8220
C: 3.4342 -2.0364 2.8299
O: 3.5445 1.6462 3.0108
O: 0.2977 3.3677 2.4845
H: 2.8679 -1.6831 -1.7484
H: 3.6127 -1.4282 -3.3732
H: -3.5094 0.3816 -4.8927
H: 5.0281 0.9092 4.2778
C: 5.8933 1.3663 2.3441
Si: -1.0923 -2.4544 -1.5270
H: -1.8467 -2.2619 2.3179
H: 0.5016 -0.4334 -4.7820
S: 2.4294 0.2253 0.6968
H: 0.4858 4.7194 0.2269
Si: 1.8215 0.1822 -2.9427
H: -1.5918 3.4808 -3.4095
H: 6.9187 1.4980 2.7015
H: -3.0083 -3.4183 -0.1531
C: 1.1900 0.3887 -4.6381
H: 5.7504 2.0407 1.4861
H: 3.3173 -2.6834 3.7054
H: -0.0932 2.5476 -3.3798
H: 1.1618 -2.9716 -0.5384
H: 2.4612 -2.1450 2.4038
C: -1.8575 3.3281 1.0595
C: 4.9221 1.6178 3.4516
H: -3.0436 2.4084 -1.1350
C: -4.4195 0.3962 4.4578
H: -3.6400 0.8176 -1.2496
C: 0.7038 3.6447 -0.0369
H: 4.6578 -3.4017 1.9465
C: 2.6392 1.8719 -2.6067
H: -2.5908 -2.7013 -3.5084
H: -4.5071 0.4117 5.5290
O: 3.5359 -0.6766 3.4269
C: -3.1297 0.3794 3.9362
H: -2.5935 -1.7463 0.4211
H: -2.2341 3.3717 2.0857
H: 1.7476 3.3456 0.0038
H: -0.9223 -3.1297 -3.9500
H: -4.0211 0.2281 0.6553
C: -2.6932 -2.3892 -0.4567
H: -1.2394 2.4311 -4.7842
Re: -0.1378 0.1884 1.2033
C: -5.5183 0.2314 3.6354
H: -1.9847 -0.5344 -4.6767
H: -3.3119 -0.9238 -3.6967
H: -6.2464 0.0836 1.6244
C: 0.2971 -3.5356 -0.8968
H: -6.5113 0.1147 4.0986
H: 5.8786 0.3496 1.8743
C: -2.7854 -0.0938 -4.1558
C: -1.1626 2.5201 -3.7285
C: -3.0051 0.2917 2.5435
P: 2.6281 0.3995 2.7204
H: 4.6327 -1.7988 1.0934
C: -5.3697 0.2282 2.2657
C: -0.8306 -2.6789 2.4105
H: 0.8876 -4.0236 -1.6954
H: 0.3058 3.3461 -1.0037
H: -3.5085 -2.0731 -1.1285
H: 3.7258 1.8118 -2.4987
As: -0.2753 -0.0489 -1.6413
C: -4.1245 0.3060 1.7045
H: -4.4393 2.0179 -2.2966
H: -0.4778 -2.5063 3.4265
H: 2.2141 2.3079 -1.7428
H: 2.4230 2.4299 -3.5145
C: 2.7186 -1.3947 -2.7635
H: -2.2322 0.4090 4.5506
H: 0.5912 -2.4521 0.9804
S: 0.6455 0.3835 3.4703

Atom charges from the Mulliken analysis, given in e for atoms 1 to 8:
1 H 0.3013
2 C -1.0298
3 C -1.2352
4 H 0.4068
5 S 1.2476
6 H 0.6031
7 H 0.4062
8 H 0.4502